Here is one molecule with the formula C8H6N2O from the OMol25 dataset. Energies are from ωB97M-V/def2-TZVPD.

Calculated values
- SMILES = c1ccc(-c2ncco2)nc1
- E_LUMO (eV) = 0.35
- HOMO level (eV) = -9.81
- Kohn-Sham gap (eV) = 10.163
- charge = 0
- ΔE to the lowest compared entry with this formula, charge and spin (kJ/mol) = 305.4

```
17
Properties=species:S:1:pos:R:3:forces:R:3
C 2.3686 1.0652 0.0127 0.85 2.11 -0.38
C 3.0400 -0.2127 0.0011 -0.40 2.87 0.29
C 2.2274 -1.3296 -0.0491 0.51 -3.07 0.65
C 0.2373 -0.0835 -0.0960 4.17 -2.68 -0.76
C 0.9731 1.0986 -0.0426 -2.75 1.60 0.98
C -1.1806 -0.1387 -0.2196 -3.55 0.35 2.75
C -3.3040 -0.1166 -0.6048 -1.16 0.88 -4.65
C -3.2260 -0.2043 0.6642 4.91 0.38 0.78
H 2.8399 2.2236 -0.0024 -0.67 -3.77 0.23
H 4.1399 -0.2426 0.1209 -0.91 -0.21 -0.27
H 2.7803 -2.4269 0.0769 -1.70 2.93 -0.58
H 0.2160 2.0627 0.1233 2.73 -2.22 -0.75
H -4.2677 0.1283 -1.1246 1.46 -0.78 -0.02
H -3.8420 -0.2404 1.4278 -2.97 -0.11 3.39
N 0.8826 -1.3386 -0.1203 -0.08 2.28 0.16
N -2.0025 -0.0958 -1.1742 -1.04 0.22 -1.80
O -1.8825 -0.1488 1.0070 0.61 -0.76 -0.03
```
Positions in Å, forces in eV/Å.